Entry 1:
The following is a quantum chemistry calculation of a single C5H11NOS molecule in a non-equilibrium geometry, from the Open Molecules 2025 dataset.

XYZ file:
```
19
C5H11NOS, DFT ωB97M-V/def2-TZVPD
C -0.0850 1.8661 0.0682
C -0.8965 2.1514 -1.2118
S -2.6534 2.3943 -0.8914
C -0.4010 0.4755 0.6336
N 0.1902 -0.5360 -0.0663
C 0.2823 -1.8446 0.6164
C 1.6577 -2.5186 0.4156
O -1.1598 0.3258 1.5623
H -0.3367 2.6185 0.8101
H 0.9733 1.9369 -0.1888
H -0.7620 1.4263 -2.0198
H -0.4259 3.0226 -1.6775
H -2.8571 1.2193 -0.3123
H 0.9622 -0.3679 -0.7025
H -0.5364 -2.4817 0.2838
H 0.0841 -1.7234 1.6788
H 2.2352 -2.4272 1.3265
H 1.4382 -3.5016 0.0105
H 2.2908 -2.0359 -0.3354
```

LUMO level: 0.745 eV
HOMO-LUMO gap: 9.75 eV
F_max: 0.0366 hartree/bohr
relative energy (zero: lowest compared OMol25 entry of this formula, charge and spin): 18.4 kcal per mole
SMILES string: CCNC(=O)CCS
multiplicity: 1

Entry 2:
The following is a quantum chemistry calculation of a single C5H11NOS molecule in a non-equilibrium geometry, from the Open Molecules 2025 dataset.

XYZ file:
```
19
C5H11NOS, DFT ωB97M-V/def2-TZVPD
C -1.6962 -0.0557 0.0974
N -0.3800 0.5718 0.1139
C 0.6504 -0.1303 -0.6731
C 1.8538 0.7617 -0.8079
S 3.0531 0.2646 -2.0955
C 1.0032 -1.3698 0.1322
O 0.5173 -2.4558 -0.0028
C -2.5502 0.4880 1.2323
H -2.1464 0.1878 -0.8662
H -1.6211 -1.1444 0.1769
H -0.0345 0.7239 1.0566
H 0.1733 -0.4813 -1.5881
H 1.6076 1.8018 -1.0056
H 2.4446 0.7702 0.1074
H 3.7190 -0.6796 -1.4217
H 1.7215 -1.1489 0.9674
H -3.0237 1.4364 0.9615
H -1.9366 0.6541 2.1149
H -3.3551 -0.1946 1.5003
```

LUMO level: 0.801 eV
HOMO-LUMO gap: 9.80 eV
F_max: 0.0197 hartree/bohr
relative energy (zero: lowest compared OMol25 entry of this formula, charge and spin): 37.5 kcal per mole
SMILES string: CCN[C@H](C=O)CS
multiplicity: 1

Entry 3:
The following is a quantum chemistry calculation of a single C5H11NOS molecule in a non-equilibrium geometry, from the Open Molecules 2025 dataset.

XYZ file:
```
19
C5H11NOS, DFT ωB97M-V/def2-TZVPD
C -2.0847 -1.0092 -0.5916
C -0.6600 -1.1162 -0.0408
C 0.1602 -0.1147 0.3015
C 1.5319 -0.4516 0.8463
C -0.1549 1.3716 0.2511
H -2.9172 -0.7520 1.2697
H -3.9446 -0.3274 -0.0193
H -2.5014 -2.0366 -0.8135
H -2.1170 -0.5455 -1.5935
H -0.3583 -2.1597 0.0907
H 1.7528 0.1890 1.7031
H 1.5935 -1.5137 1.1110
H 2.3867 -0.7513 -1.3952
H 0.6667 1.8530 -0.2721
H -0.1884 1.7539 1.2577
H -2.0799 1.2973 0.0045
N -2.9575 -0.2630 0.3709
O -1.2933 1.7533 -0.4225
S 2.8750 -0.0794 -0.3225
```

LUMO level: 0.729 eV
HOMO-LUMO gap: 9.79 eV
F_max: 0.0373 hartree/bohr
relative energy (zero: lowest compared OMol25 entry of this formula, charge and spin): 42.3 kcal per mole
SMILES string: NC/C=C(\CO)CS
multiplicity: 1

Entry 4:
The following is a quantum chemistry calculation of a molecular structure, C5H11NOS2 in a non-equilibrium geometry, from the Open Molecules 2025 dataset.

XYZ file:
```
20
C5H11NOS2, DFT ωB97M-V/def2-TZVPD
C 1.1188 0.5277 0.6543
C 1.3685 1.0435 -0.7609
C -0.3603 0.3588 1.0957
C 0.7885 0.0485 -1.8328
C -0.9432 -0.7822 0.1897
N -3.4284 -1.9612 -0.2184
O -3.2569 0.6079 0.5431
S -0.9881 -0.1213 -1.5490
S -2.8336 -0.7874 0.4918
H 1.3980 -0.5636 0.7861
H 1.7552 1.0348 1.3498
H 0.9175 1.9769 -0.9357
H 2.3942 1.0364 -0.9087
H -0.4317 0.0518 2.2999
H -0.9544 1.2038 0.8923
H 0.7956 0.4741 -2.8369
H 1.3011 -0.9742 -1.6495
H -0.4345 -1.7907 0.3353
H -3.5276 -1.8555 -1.2024
H -2.8479 -1.3747 1.8777
```

LUMO level: 0.526 eV
HOMO-LUMO gap: 9.48 eV
F_max: 0.0788 hartree/bohr
relative energy (zero: lowest compared OMol25 entry of this formula, charge and spin): 93.5 kcal per mole
multiplicity: 1

Entry 5:
The following is a quantum chemistry calculation of a single C5H11NSi molecule in a non-equilibrium geometry, from the Open Molecules 2025 dataset.

XYZ file:
```
18
C5H11NSi, DFT ωB97M-V/def2-TZVPD
C 2.9176 0.1882 -0.0011
C 0.2295 -1.4565 0.3908
C -1.2696 0.4146 1.0124
C -1.0355 -0.1369 -1.4336
C -0.2875 -0.1135 -0.0331
N 3.9032 -0.3510 0.1923
Si 1.1275 1.1975 -0.0110
H 1.0519 -1.6954 -0.2144
H 0.6348 -1.2938 1.3385
H -0.6974 -2.0737 0.3398
H -1.7847 1.3512 0.6573
H -0.8539 0.4922 2.1019
H -2.0328 -0.3875 0.9305
H -1.7280 0.7222 -1.4673
H -0.3939 0.0617 -2.3171
H -1.6483 -1.0747 -1.4277
H 0.7796 2.0364 1.1067
H 1.0875 2.1188 -1.1647
```

LUMO level: 0.581 eV
HOMO-LUMO gap: 10.95 eV
F_max: 0.0767 hartree/bohr
relative energy (zero: lowest compared OMol25 entry of this formula, charge and spin): 48.0 kcal per mole
SMILES string: CC(C)(C)[SiH2]C#N
multiplicity: 1

Entry 6:
The following is a quantum chemistry calculation of 2 unconnected molecules or ions with the total composition C5H11O2 in a non-equilibrium geometry, from the Open Molecules 2025 dataset.

XYZ file:
```
18
C5H11O2, DFT ωB97M-V/def2-TZVPD
C 2.0447 1.4205 1.4106
C 1.7428 0.1901 2.2521
C 1.2172 1.4739 0.0600
O 0.1438 0.8162 0.0880
O 1.6720 2.2241 -0.8208
H 1.8626 2.3881 1.8879
H 3.0847 1.4193 1.0600
H 0.8562 0.3667 2.8653
H 2.4999 -0.0282 3.0191
H 1.7000 -0.6106 1.5181
C -2.3679 -0.5977 -1.3933
C -1.6877 -1.8624 -1.9560
H -1.7501 0.1096 -0.8342
H -2.8724 0.0280 -2.1467
H -3.2871 -0.7821 -0.8117
H -0.6566 -1.8794 -1.6515
H -2.2225 -2.7361 -1.5486
H -1.9797 -1.9401 -2.9984
```

LUMO level: 4.049 eV
HOMO-LUMO gap: 7.99 eV
net charge: -1
F_max: 0.0448 hartree/bohr
relative energy (zero: lowest compared OMol25 entry of this formula, charge and spin): 14.7 kcal per mole
multiplicity: 1